29
Properties=species:S:1:pos:R:3:lowdin_charge:R:1 method="wB97M-V/def2-TZVPD" homo_energy_ev="-8.1 / -8.1" e_above_lowest_ev=6.434 e_tot_ev=-23450.9965 fmax_ev_per_a=5.11
C 0.654 -0.795 0.254 -0.0528
C 1.664 1.224 -0.438 -0.0978
C -0.554 -0.351 -0.336 -0.0621
C 0.525 1.738 -0.918 -0.0194
C 1.798 -0.067 0.079 -0.2210
C -0.621 0.852 -0.929 -0.4563
C 3.079 0.971 2.411 -0.1268
C -5.050 -0.768 -3.364 -0.3452
C 3.143 -0.825 0.645 -0.1396
C 3.138 -0.510 2.120 -0.2944
N -1.677 1.415 -1.572 -0.1934
O -4.612 -0.934 -2.091 -0.4226
P -3.181 0.670 -1.585 0.9964
H 0.766 -1.795 0.747 0.1307
H 2.592 1.714 -0.594 0.1055
H -1.415 -1.039 -0.550 0.1091
H 0.330 2.774 -1.386 0.1430
H 2.154 1.410 1.930 0.0743
H 3.116 1.215 3.536 0.0982
H 3.921 1.480 1.886 0.0809
H -5.731 -1.646 -3.500 0.0852
H -4.109 -0.840 -4.131 0.1182
H -5.661 0.108 -3.458 0.0358
H 3.080 -1.819 0.285 0.0863
H 4.005 -0.324 0.129 0.1171
H 2.149 -0.947 2.404 0.1106
H 4.055 -0.932 2.590 0.1163
H -3.879 0.684 -0.343 -0.0067
H -4.162 1.500 -2.399 0.0305

=====

9
Properties=species:S:1:pos:R:3:lowdin_charge:R:1 method="wB97M-V/def2-TZVPD" homo_energy_ev=-9.6 e_above_lowest_ev=1.133 e_tot_ev=-5122.8430 fmax_ev_per_a=3.63
H -2.496 -0.671 0.341 0.0003
H -1.210 -0.022 0.716 0.0083
H -2.290 0.853 0.116 0.0055
H 0.901 -1.299 -0.886 0.1378
H 2.628 0.642 0.196 0.0728
H 1.034 0.880 0.294 0.0680
N -1.849 -0.034 -0.097 0.0052
N 1.751 0.106 0.311 -0.0761
O 1.531 -0.455 -0.991 -0.2219